Record 1
DFT (ωB97M-V/def2-TZVPD) results for a 3-piece molecular cluster, C23H55ClN4O overall.

The geometry in XYZ format:
```
84
C23H55ClN4O, DFT ωB97M-V/def2-TZVPD
N -0.60949 -2.90886 2.04184
C -0.12542 -3.39012 0.73973
C 0.22997 -2.23584 -0.20839
C 1.29150 -2.58013 -1.27527
C 2.29833 -1.44892 -1.58318
C 3.79203 -1.82504 -1.51132
C 4.69567 -0.94797 -0.59712
C 5.53947 -1.67530 0.47081
C 5.34026 -3.17263 0.71904
C 3.99739 -3.65055 1.30424
Cl 3.17254 -2.45017 2.32703
O 3.95386 0.06798 0.05098
C 3.88527 1.28694 -0.65807
C 2.99016 2.23461 0.13952
N 3.57628 2.50668 1.44985
H -0.25085 -3.48090 2.79121
H -0.27319 -1.97257 2.21678
H -0.92702 -3.99022 0.29191
H 0.73896 -4.06171 0.84847
H 0.56139 -1.37451 0.38519
H -0.68800 -1.91526 -0.72105
H 1.81969 -3.49814 -0.99274
H 0.76769 -2.82687 -2.20999
H 2.10115 -1.09151 -2.60338
H 2.09664 -0.59986 -0.92809
H 3.89344 -2.88899 -1.26178
H 4.19936 -1.74370 -2.52923
H 5.41733 -0.44854 -1.26646
H 6.59601 -1.54919 0.19661
H 5.40670 -1.12869 1.41392
H 5.51404 -3.72832 -0.21470
H 6.13834 -3.48343 1.40706
H 3.29037 -3.94622 0.52278
H 4.16155 -4.52912 1.93837
H 4.89014 1.72772 -0.75720
H 3.46142 1.12968 -1.66587
H 1.97508 1.81047 0.19435
H 2.91669 3.18306 -0.41172
H 3.09252 3.26670 1.90296
H 3.49472 1.69715 2.04582
C -0.79283 7.81832 -3.68789
C -0.29009 6.41404 -3.98391
N 0.85106 6.03304 -3.16998
C 1.52000 4.83215 -3.63528
C 0.74340 3.51023 -3.59636
C 0.66736 6.14338 -1.73248
C -0.48232 5.35376 -1.09163
H 0.01535 8.54476 -3.78046
H -1.57855 8.08389 -4.39593
H -1.21602 7.90214 -2.68652
H 0.04030 6.37146 -5.02539
H -1.13436 5.71049 -3.90131
H 2.44008 4.72290 -3.05372
H 1.83562 5.01865 -4.66642
H 0.63650 3.12927 -2.58080
H 1.28033 2.75374 -4.17244
H -0.25202 3.60537 -4.03123
H 0.53606 7.20031 -1.49141
H 1.61267 5.85323 -1.26622
H -1.40517 5.44905 -1.66581
H -0.68036 5.73980 -0.08998
H -0.25555 4.29274 -0.99487
C -4.44828 -5.34312 2.14624
C -5.63502 -4.44918 2.47362
N -5.33331 -3.45543 3.48852
C -6.50903 -2.78997 4.01689
C -7.33598 -1.91406 3.06672
C -4.18474 -2.60828 3.20566
C -4.20477 -1.77634 1.91797
H -4.06018 -5.81275 3.05108
H -4.75851 -6.12805 1.45498
H -3.63545 -4.79034 1.67384
H -6.44568 -5.06828 2.86869
H -6.01419 -4.00935 1.53656
H -6.18994 -2.18647 4.87121
H -7.16147 -3.56956 4.42301
H -6.83895 -0.97185 2.83947
H -8.29531 -1.67536 3.53020
H -7.54479 -2.42336 2.12516
H -3.29481 -3.23871 3.18270
H -4.04646 -1.94481 4.06354
H -4.56755 -2.35385 1.06606
H -3.18707 -1.45851 1.68523
H -4.82193 -0.88283 2.00978
```

Its electronic energy is -1663.7213 Ha. As for the SMILES: NCCCCC[C@H](CCCCl)OCCN.CCN(CC)CC.CCN(CC)CC. Its LUMO energy is 0.0266 Eh. The maximum force comes out at 0.6 eV/A.

***

Record 2
DFT (ωB97M-V/def2-TZVPD) results for C16H33ClCuP2 as an isolated structure at a distorted geometry.

The geometry in XYZ format:
```
53
C16H33ClCuP2, DFT ωB97M-V/def2-TZVPD
P 0.84053 -1.92212 1.90512
P 0.14772 1.92975 2.38401
C 0.66253 -0.51798 0.67841
C 1.03747 0.92111 1.03700
H -0.41474 -0.54909 0.34922
H 1.26830 -0.82502 -0.17013
H 2.10481 0.96253 1.33752
H 0.90048 1.53421 0.11531
C -0.97200 2.97102 1.27267
H -1.24732 3.88098 1.82900
H -1.88722 2.44799 0.99214
H -0.46440 3.28844 0.35243
C 1.43406 3.24237 2.38195
H 1.33116 3.88443 1.49493
H 2.42797 2.78398 2.41518
H 1.27442 3.84611 3.28117
C -0.41680 -3.15393 1.44263
H -0.30548 -4.03911 2.08365
H -0.32825 -3.45483 0.38587
H -1.42008 -2.75939 1.63744
C 2.43732 -2.77404 1.56401
H 3.28428 -2.07447 1.61690
H 2.42834 -3.25919 0.57350
H 2.60237 -3.53645 2.33380
Cu -1.38241 -0.07289 -1.00206
C 0.25077 1.48740 -2.19567
C -1.13507 1.51586 -2.00015
C -2.10865 0.83796 -2.96427
C -1.73775 -0.64156 -3.34304
C -0.94345 -1.35437 -2.20943
C 0.44918 -1.42582 -2.21531
C 1.37518 -0.67313 -3.06137
C 0.96555 0.81960 -3.32325
C 0.58467 -1.34941 3.57312
H 0.89343 2.22857 -1.69705
H -1.50826 2.35744 -1.42203
H -2.13587 1.44295 -3.87999
H -3.14605 0.84350 -2.57610
H -2.65819 -1.23476 -3.56385
H -1.08071 -0.63386 -4.23435
H -1.49297 -2.14503 -1.62273
H 0.91597 -2.26468 -1.71451
H 1.52682 -1.13062 -4.05491
H 2.36370 -0.68356 -2.57570
H 1.92161 1.37483 -3.48310
H 0.35052 0.86473 -4.25146
H 0.82800 -0.30753 3.77275
H 1.35065 -1.93591 4.07415
H -0.43011 -1.51987 3.95976
Cl -3.77891 -0.65647 1.77339
C -2.49122 0.32808 2.09784
H -2.80973 1.34201 2.31458
H -1.66221 -0.24078 2.53105
```

The calculation puts the energy relative to the best compared isomer or geometry (same formula, charge and spin) at 0.245 eV. Its electronic energy is -3412.4654 Ha. As for the multiplicity: 2. Its LUMO energy (spin up / spin down) is 0.0010 / 0.0006 Eh. The maximum force comes out at 4.5 eV/A. The expectation value of S² is 0.77.

***

Record 3
DFT (ωB97M-V/def2-TZVPD) results for a 2-piece molecular cluster, CH3BrO overall at a distorted geometry.

The geometry in XYZ format:
```
6
CH3BrO, DFT ωB97M-V/def2-TZVPD
C -0.79800 0.37654 0.26921
O 0.39915 -1.39473 -0.27096
Br -2.47687 -0.21670 -0.05666
H -0.73116 0.68926 1.31484
H -0.45360 1.00574 -0.55753
H 0.55476 -1.53548 -1.18832
```

The calculation puts the energy relative to the best compared isomer or geometry (same formula, charge and spin) at 3.351 eV. Its electronic energy is -2689.0128 Ha. Its LUMO energy (spin up / spin down) is -0.0385 / -0.0387 Eh. The maximum force comes out at 4.2 eV/A.

***

Record 4
DFT (ωB97M-V/def2-TZVPD) results for a 23-piece molecular cluster, C11H67N2O26PS overall.

The geometry in XYZ format:
```
108
C11H67N2O26PS, DFT ωB97M-V/def2-TZVPD
C -3.37233 4.27440 1.80970
C -2.98496 2.89208 1.39780
O -2.69012 2.01710 2.17708
N -3.01110 2.69204 -0.02523
C -4.37321 2.14801 -0.31360
C -1.98098 1.73076 -0.44306
C -0.55681 2.27031 -0.31742
C 0.23951 1.93323 0.94414
C 0.77737 0.50726 1.07454
C -0.22480 -0.57806 1.55484
C -0.27785 -1.83804 0.66553
P -1.01819 -1.52597 -0.96349
N -0.15055 -0.67962 -1.95898
C -1.01355 -3.04413 1.27823
C -0.58089 -3.40685 2.68234
O -0.58077 -2.25246 3.54915
S 0.39041 -1.09657 3.13466
O 1.70746 -1.64807 2.94233
O 0.19050 -0.06802 4.10823
H -3.42901 4.34437 2.89327
H -4.34163 4.52427 1.37485
H -2.64560 4.97977 1.40836
H -4.29410 1.13328 -0.70495
H -4.93791 2.08711 0.61932
H -4.91240 2.77401 -1.01769
H -2.19494 1.53903 -1.49710
H -2.11714 0.78562 0.09056
H -0.62002 3.35642 -0.40178
H 0.03352 1.94312 -1.17546
H 1.12129 2.57892 0.92934
H -0.30299 2.19337 1.85406
H 1.25803 0.17565 0.15449
H 1.57675 0.56618 1.81231
H -1.21597 -0.16810 1.76957
H 0.75820 -2.12833 0.45547
H -2.28324 -1.01141 -0.69238
H -1.25620 -2.83733 -1.41248
H -0.64093 0.16009 -2.24775
H -2.09804 -2.90090 1.23770
H -0.79290 -3.91699 0.65727
H 0.40811 -3.86534 2.69963
H -1.28375 -4.09260 3.14818
O -4.13626 -2.56698 -0.79808
H -5.01833 -2.18674 -0.85753
H -4.28174 -3.52161 -0.83131
O 1.26115 0.48453 -4.52144
H 2.20143 0.27167 -4.51573
H 0.86383 -0.13284 -3.88771
O -1.62089 1.13865 -5.53336
H -0.68082 0.91570 -5.53857
H -1.99449 0.47182 -4.93982
O 4.61817 -1.29977 4.30718
H 4.97634 -2.13065 3.96974
H 3.69952 -1.28391 4.01285
O -1.73907 -1.65988 -4.59969
H -0.79760 -1.86151 -4.59396
H -2.12817 -2.31455 -4.00455
O 4.94225 1.03914 6.18657
H 5.26267 0.20095 5.81755
H 4.03171 1.07500 5.87125
O 0.82826 -1.95872 6.38843
H 1.18757 -1.50904 7.15998
H 0.46133 -1.25177 5.84328
O 3.57382 1.29767 -6.20431
H 3.27033 2.20735 -6.28726
H 2.87459 0.77941 -6.61796
O 3.87570 1.22134 8.91786
H 4.33626 1.13705 8.06894
H 4.10735 2.11111 9.21045
O -4.24852 2.11010 -6.31222
H -3.31522 1.84626 -6.27174
H -4.68032 1.59090 -5.62678
O -5.24125 -0.98352 -7.12868
H -4.70483 -1.07390 -7.92886
H -5.02220 -0.09433 -6.82879
O 6.69570 -3.39032 3.14282
H 7.58469 -3.04263 3.26950
H 6.84809 -4.33226 3.01310
O -3.00436 -1.48852 -9.02158
H -2.14775 -1.06899 -8.87609
H -2.82259 -2.42167 -9.16302
O -3.87055 3.90079 -2.79655
H -3.74595 4.79315 -2.45929
H -3.60519 3.94580 -3.72140
O -2.16800 1.32922 -9.14939
H -2.12065 2.21336 -8.77219
H -3.01397 0.98646 -8.83818
O 8.80593 -5.38790 3.49653
H 9.73037 -5.64852 3.43751
H 8.43497 -5.95281 4.18258
O -3.42577 -3.93634 -3.72187
H -4.29010 -3.53304 -3.85695
H -3.55066 -4.87461 -3.89056
O 5.32465 3.99221 10.37056
H 6.24367 3.71952 10.27923
H 4.96753 3.42372 11.06117
O 0.01853 5.07213 -2.16532
H 0.59196 5.00660 -2.93545
H 0.12972 5.97339 -1.84690
O 3.72498 -0.45613 0.71994
H 4.65548 -0.67175 0.84151
H 3.26249 -1.00365 1.36742
O -4.50993 -5.37243 0.14303
H -3.57547 -5.59068 0.05793
H -4.83152 -5.95598 0.83760
O 7.25378 2.99872 5.84559
H 6.58080 2.32437 6.01110
H 6.78829 3.83221 5.96032
```

Its electronic energy is -3264.5749 Ha. Its LUMO energy is -0.0115 Eh. The maximum force comes out at 1.0 eV/A.

***

Record 5
DFT (ωB97M-V/def2-TZVPD) results for a 2-piece molecular cluster, C6H13N2 overall.

The geometry in XYZ format:
```
21
C6H13N2, DFT ωB97M-V/def2-TZVPD
C 0.03673 -0.25207 -2.06630
C -0.06684 -0.62815 -3.33560
C 0.41394 1.76928 -0.73185
N 0.27255 1.13878 -1.83296
H -0.14592 -0.85726 -1.18424
H 0.01504 0.08754 -4.14491
H -0.22273 -1.66767 -3.58222
H 0.52464 2.84371 -0.78887
H 0.47702 1.21142 0.19508
H 0.37344 1.67566 -2.69606
C 1.06993 -0.15680 2.09382
C -0.34698 -0.44315 1.68971
C -1.38816 0.27288 2.12291
N -0.51893 -1.59144 0.85627
H 1.73650 -0.15342 1.22451
H 1.45117 -0.90197 2.79287
H 1.13387 0.81920 2.57295
H -2.40055 0.07562 1.80350
H -1.21212 1.07065 2.83077
H 0.19649 -2.28032 1.08946
H -1.39910 -2.03248 1.09120
```

The calculation puts the energy relative to the best compared isomer or geometry (same formula, charge and spin) at 2.145 eV. Its electronic energy is -345.6172 Ha. As for the charge: +1. Its LUMO energy is -0.1841 Eh. The maximum force comes out at 0.7 eV/A.

***

Number 4 is which compound?
C11H67N2O26PS

***

electronic energy of number 2 (C16H33ClCuP2)?
-3412.4654 Ha